56
Properties=species:S:1:pos:R:3:nbo_charge:R:1 method="wB97M-V/def2-TZVPD" total_charge=+1 orbital_gap_ev="4.718 / 4.719" lumo_energy_ev="-4.973 / -4.973" relative_energy_kj_mol=47.3 homo_ev="-9.7 / -9.7"
C -1.62 -1.36 -3.78 -0.13
C -1.19 -0.57 -2.72 -0.08
C -1.71 -0.83 -1.42 0.26
C -2.76 -1.76 -1.24 -0.15
C -3.20 -2.53 -2.36 -0.13
C -2.60 -2.36 -3.59 -0.22
C -3.34 -1.87 0.02 0.01
C -3.13 -0.89 1.00 -0.14
C -2.07 0.03 0.80 0.30
C -1.90 1.12 1.70 -0.08
C -2.67 1.17 2.85 -0.12
C -3.67 0.21 3.10 -0.21
C -3.93 -0.79 2.17 -0.13
H -1.18 -1.20 -4.78 0.23
H -3.98 -3.27 -2.18 0.23
H -2.87 -3.01 -4.43 0.24
H -4.11 -2.62 0.19 0.24
H -2.48 1.97 3.58 0.23
H -4.23 0.25 4.03 0.24
H -4.71 -1.55 2.32 0.23
N -1.22 -0.17 -0.28 -0.75
Lu 0.88 -0.58 0.22 1.75
C -0.18 0.54 -2.96 -0.71
H -0.50 1.48 -2.50 0.25
H -0.03 0.70 -4.03 0.24
C -0.86 2.19 1.43 -0.71
H -0.91 2.55 0.39 0.25
H -1.00 3.07 2.09 0.25
P 1.50 0.15 -2.27 0.73
P 0.87 1.57 1.77 0.81
C 0.89 1.61 3.57 -0.93
H 1.83 1.19 3.93 0.28
H 0.81 2.66 3.90 0.23
H 0.07 1.04 4.01 0.26
C 1.86 3.02 1.33 -0.94
H 1.64 3.82 2.04 0.24
H 2.93 2.75 1.38 0.28
H 1.63 3.34 0.31 0.24
C 1.92 -1.29 -3.31 -0.93
H 2.02 -0.92 -4.34 0.24
H 2.87 -1.71 -2.94 0.27
H 1.13 -2.07 -3.25 0.25
C 2.55 1.44 -3.00 -0.91
H 3.59 1.28 -2.69 0.28
H 2.45 1.36 -4.09 0.24
H 2.21 2.41 -2.63 0.25
C 0.46 -1.70 2.24 -0.13
O 0.87 -1.60 3.37 -0.52
H -0.54 -2.29 1.89 0.02
F 3.90 0.60 0.17 -0.37
C 3.34 -0.60 0.58 0.11
F 3.69 -1.54 -0.39 -0.36
C 4.02 -1.01 1.88 0.91
F 5.37 -1.01 1.79 -0.32
F 3.69 -0.13 2.88 -0.33
F 3.63 -2.27 2.24 -0.31

=====

56
Properties=species:S:1:pos:R:3:nbo_charge:R:1 method="wB97M-V/def2-TZVPD" total_charge=+2 orbital_gap_ev="5.759 / 5.760" lumo_energy_ev="-8.651 / -8.650" relative_energy_kj_mol=0.0 homo_ev="-14.4 / -14.4"
Os -0.40 -0.07 -0.40 0.36
C 2.65 0.38 -1.99 -0.97
P 1.79 -0.67 -0.81 1.31
C 2.07 -2.32 -1.50 -0.98
C 2.69 -0.73 0.76 -0.39
C 4.06 -0.95 0.81 -0.17
C 4.70 -1.03 2.04 -0.15
C 3.98 -0.89 3.22 -0.17
C 2.61 -0.67 3.18 -0.11
C 1.97 -0.59 1.95 -0.42
P 0.20 -0.30 1.84 1.28
C -0.24 1.15 2.82 -0.96
C -0.64 -1.69 2.61 -0.96
H 3.69 0.06 -2.07 0.27
H 2.61 1.44 -1.74 0.27
H 2.18 0.24 -2.96 0.27
H 3.15 -2.45 -1.57 0.27
H 1.65 -2.40 -2.50 0.27
H 1.68 -3.10 -0.86 0.26
H 4.64 -1.06 -0.10 0.23
H 5.77 -1.19 2.08 0.25
H 4.49 -0.95 4.17 0.25
H 2.06 -0.57 4.11 0.22
H 0.05 1.00 3.86 0.27
H -1.32 1.30 2.77 0.27
H 0.26 2.03 2.42 0.27
H -0.34 -1.75 3.65 0.27
H -0.36 -2.62 2.10 0.27
H -1.72 -1.55 2.55 0.27
C 2.02 2.63 0.38 -0.66
C 0.83 2.79 -0.51 0.08
C 0.39 3.94 -1.05 -0.16
C -0.86 3.70 -1.74 -0.19
C -1.19 2.42 -1.56 0.09
C -2.30 1.63 -2.20 -0.66
N -0.16 1.78 -0.75 -0.46
H 2.92 2.98 -0.11 0.25
H 2.19 1.60 0.68 0.21
H 1.91 3.22 1.29 0.25
H 0.88 4.90 -0.96 0.25
H -1.40 4.42 -2.33 0.25
H -2.48 2.02 -3.20 0.27
H -3.23 1.70 -1.64 0.24
H -2.03 0.58 -2.34 0.19
F -7.01 -1.36 -1.10 -0.24
C -5.71 -1.52 -1.14 0.33
C -4.89 -0.66 -0.43 0.27
F -5.39 0.34 0.28 -0.26
C -3.53 -0.85 -0.52 0.36
F -2.70 0.02 0.16 -0.34
C -2.94 -1.86 -1.26 -0.40
Se -1.06 -2.18 -1.23 0.31
C -3.79 -2.70 -1.96 0.36
F -3.28 -3.69 -2.69 -0.27
C -5.16 -2.54 -1.91 0.30
F -5.95 -3.35 -2.58 -0.25

=====

52
Properties=species:S:1:pos:R:3:nbo_charge:R:1 method="wB97M-V/def2-TZVPD" total_charge=0 orbital_gap_ev=7.549 lumo_energy_ev=0.215 relative_energy_kj_mol=2050.5 homo_ev=-7.3
O 2.54 0.65 -1.41 -0.49
C 3.13 0.61 -0.49 0.62
C 3.48 -0.82 -0.01 -0.14
C 4.66 -0.94 0.93 -0.20
C 5.01 -2.04 1.34 -0.27
C 4.22 -3.26 1.10 0.38
C 3.16 -3.09 0.36 -0.26
C 2.90 -1.84 -0.43 -0.17
H 2.11 -1.68 -1.08 0.23
H 2.48 -3.92 -0.15 0.24
F 4.47 -4.75 1.43 -0.37
H 5.92 -2.52 1.98 0.24
H 5.36 0.04 1.22 0.23
C 3.69 1.69 0.32 -0.57
C 3.25 1.85 1.66 -0.41
H 3.10 0.75 2.27 0.20
H 3.90 2.42 2.51 0.23
C 1.90 2.59 2.07 -0.11
N 0.59 2.04 1.21 -0.47
C 0.41 2.43 0.07 -0.20
C -1.01 2.41 -0.38 -0.39
H -1.57 2.85 0.52 0.22
C -1.52 0.80 -0.10 -0.04
N -2.90 0.62 -0.24 -0.36
C -3.91 1.23 -0.04 0.71
N -5.21 0.96 -0.25 -0.47
C -4.85 0.27 -1.18 0.19
C -5.76 -0.72 -2.20 -0.21
C -5.11 -1.42 -2.93 -0.19
C -3.83 -1.53 -3.11 -0.30
C -2.91 -0.96 -2.43 -0.18
C -3.39 0.00 -1.47 -0.04
H -1.88 -1.04 -2.45 0.21
H -3.34 -2.08 -3.91 0.21
H -5.77 -1.89 -3.70 0.20
H -6.86 -0.66 -2.05 0.21
O -3.77 2.21 1.10 -0.77
H -4.74 2.33 1.79 0.50
C -1.14 0.45 1.32 -0.39
C 0.41 0.54 1.62 -0.21
H 0.47 0.50 2.75 0.21
H 0.97 -0.14 1.12 0.18
H -1.63 1.13 2.08 0.23
H -1.36 -0.43 1.56 0.19
H -0.84 0.25 -0.88 0.22
H -1.44 2.80 -1.35 0.23
H 0.64 3.66 -0.08 0.17
H 0.84 2.06 -0.71 0.15
H 1.68 2.54 2.91 0.15
H 2.13 3.51 1.70 0.18
H 3.39 2.65 -0.28 0.23
H 4.81 1.75 0.26 0.26

=====

56
Properties=species:S:1:pos:R:3:nbo_charge:R:1 method="wB97M-V/def2-TZVPD" smiles="O=C(COC(=O)Cc1ccccc1F)Nc1cccc(S(=O)(=O)NC2=NCCCCC2)c1" total_charge=0 orbital_gap_ev=9.329 lumo_energy_ev=0.546 relative_energy_kj_mol=0.0 homo_ev=-8.8
O 2.55 3.48 1.93 -0.60
C 2.65 2.51 1.21 0.66
C 3.86 1.58 1.30 -0.18
O 3.81 0.53 0.35 -0.53
C 4.89 0.32 -0.42 0.82
O 5.92 0.92 -0.29 -0.58
C 4.66 -0.76 -1.46 -0.53
C 3.32 -1.43 -1.39 -0.11
C 3.16 -2.67 -0.78 -0.18
C 1.93 -3.30 -0.77 -0.23
C 0.83 -2.70 -1.37 -0.18
C 0.96 -1.46 -1.96 -0.30
C 2.20 -0.85 -1.95 0.44
F 2.33 0.38 -2.52 -0.34
N 1.74 2.10 0.30 -0.62
C 0.49 2.62 -0.02 0.22
C 0.03 3.85 0.45 -0.24
C -1.23 4.30 0.09 -0.20
C -2.06 3.53 -0.71 -0.21
C -1.58 2.31 -1.16 -0.32
S -2.63 1.21 -2.09 2.33
O -3.58 1.94 -2.88 -0.94
O -1.87 0.19 -2.72 -0.93
N -3.59 0.54 -0.86 -0.86
C -3.07 -0.11 0.23 0.46
N -1.82 -0.24 0.28 -0.51
C -1.18 -0.94 1.37 -0.24
C -1.57 -2.42 1.47 -0.41
C -2.92 -2.66 2.16 -0.39
C -4.11 -2.11 1.38 -0.39
C -4.08 -0.58 1.25 -0.48
C -0.33 1.86 -0.84 -0.20
H 3.89 1.15 2.31 0.22
H 4.78 2.17 1.15 0.25
H 5.47 -1.49 -1.36 0.25
H 4.78 -0.27 -2.43 0.26
H 4.02 -3.16 -0.33 0.21
H 1.82 -4.27 -0.30 0.22
H -0.12 -3.20 -1.38 0.22
H 0.11 -0.98 -2.43 0.26
H 1.97 1.24 -0.20 0.42
H 0.66 4.44 1.10 0.26
H -1.58 5.25 0.46 0.22
H -3.04 3.86 -1.00 0.24
H -4.57 0.75 -0.90 0.43
H -0.11 -0.87 1.18 0.20
H -1.39 -0.44 2.33 0.18
H -1.60 -2.84 0.47 0.20
H -0.80 -2.94 2.04 0.21
H -2.90 -2.20 3.15 0.19
H -3.06 -3.73 2.29 0.21
H -4.12 -2.55 0.38 0.20
H -5.03 -2.40 1.89 0.21
H -5.07 -0.22 0.98 0.21
H -3.81 -0.15 2.22 0.23
H -0.02 0.90 -1.21 0.25

=====

60
Properties=species:S:1:pos:R:3:nbo_charge:R:1 method="wB97M-V/def2-TZVPD" total_charge=-1 orbital_gap_ev=5.609 lumo_energy_ev=1.965 relative_energy_kj_mol=0.0 homo_ev=-3.6
Na -0.20 1.54 0.54 0.90
O 0.92 3.70 4.50 -0.70
C 0.66 2.82 3.46 0.77
O -0.29 2.93 2.72 -0.57
C 1.62 1.68 3.49 0.06
C 2.63 1.53 4.48 -0.23
C 3.46 0.46 4.23 -0.19
C 3.22 -0.49 3.22 -0.20
C 2.20 -0.22 2.32 0.12
N 1.45 0.86 2.50 -0.40
C 1.88 -1.13 1.17 0.74
O 2.11 -2.36 1.34 -0.77
O 1.35 -0.53 0.22 -0.69
H 0.37 4.46 4.38 0.49
H 2.83 2.29 5.27 0.24
H 4.31 0.35 4.89 0.20
H 3.78 -1.42 3.17 0.24
H 0.91 -3.21 0.73 0.55
O -1.50 1.62 -1.20 -0.77
C -1.51 2.01 -2.39 0.47
C -2.49 1.48 -3.30 -0.33
C -2.62 2.11 -4.53 -0.17
C -1.61 2.98 -5.06 -0.35
C -0.71 3.46 -4.18 -0.15
C -0.53 3.03 -2.88 -0.29
C 0.66 3.37 -2.14 0.39
N 1.03 3.01 -0.88 -0.54
C 2.29 3.54 -0.66 -0.09
C 2.65 4.32 -1.71 -0.14
N 1.65 4.21 -2.64 -0.54
H -3.13 0.71 -2.88 0.21
H -3.47 1.87 -5.11 0.19
H -1.63 3.28 -6.10 0.19
H -0.06 4.25 -4.56 0.16
H 2.85 3.35 0.25 0.20
H 3.47 5.00 -1.77 0.20
H 1.61 4.59 -3.60 0.41
I -4.68 -0.28 4.31 0.13
C -3.17 -0.79 2.98 -0.34
C -2.46 -1.99 2.74 -0.06
N -1.66 -1.77 1.70 -0.34
N -1.76 -0.49 1.24 -0.26
C -2.66 0.07 1.99 -0.07
H -2.45 -2.86 3.36 0.22
H -0.96 -2.47 1.29 0.47
H -2.95 1.16 1.91 0.22
C 0.72 -5.73 -1.46 -1.14
Si -0.43 -4.34 -0.98 1.88
C -2.19 -4.96 -0.84 -1.13
C -0.21 -2.83 -2.13 -1.13
O 0.01 -3.65 0.46 -1.19
H 0.71 -5.86 -2.53 0.23
H 0.57 -6.68 -1.02 0.22
H 1.70 -5.41 -1.13 0.24
H -2.67 -5.28 -1.76 0.23
H -2.71 -4.12 -0.41 0.24
H -2.25 -5.75 -0.12 0.23
H -0.48 -2.99 -3.15 0.21
H 0.75 -2.35 -2.02 0.26
H -0.93 -2.06 -1.75 0.25

=====

54
Properties=species:S:1:pos:R:3:nbo_charge:R:1 method="wB97M-V/def2-TZVPD" total_charge=+2 orbital_gap_ev=7.511 lumo_energy_ev=-6.095 relative_energy_kj_mol=51.0 homo_ev=-13.6
Ir -0.44 -0.25 0.26 1.16
C -2.91 -1.67 1.08 -0.28
N -1.95 -0.68 1.57 -0.48
C -2.10 0.13 2.56 0.17
C -1.09 1.11 2.69 -0.05
C -0.78 2.15 3.57 -0.21
C 0.36 2.78 3.07 -0.31
C 0.70 2.13 1.88 -0.03
N -0.15 1.12 1.67 -0.45
C -2.67 -1.69 -0.42 0.11
C -3.53 -1.05 -1.30 -0.24
C -3.22 -0.98 -2.65 -0.11
C -2.03 -1.51 -3.14 -0.22
C -1.17 -2.16 -2.28 -0.13
C -1.48 -2.26 -0.92 -0.39
H -3.93 -1.41 1.33 0.23
H -2.69 -2.65 1.51 0.22
H -2.96 0.07 3.22 0.23
H -1.34 2.42 4.46 0.25
H 0.86 3.64 3.48 0.25
H 1.51 2.34 1.19 0.23
H -4.45 -0.61 -0.93 0.24
H -3.90 -0.48 -3.33 0.24
H -1.80 -1.44 -4.19 0.24
H -0.27 -2.62 -2.66 0.24
H -0.91 -2.93 -0.29 0.22
N 2.68 -1.83 4.57 -0.66
C 2.45 -2.10 3.10 -0.24
C 1.22 -1.34 2.62 -0.26
N 1.06 -1.43 1.15 -0.72
H 3.50 -2.33 4.91 0.46
H 1.88 -2.13 5.14 0.45
H 2.82 -0.83 4.75 0.45
H 2.36 -3.18 2.98 0.24
H 3.35 -1.76 2.59 0.24
H 1.30 -0.28 2.87 0.25
H 0.31 -1.72 3.08 0.23
H 0.98 -2.39 0.85 0.40
H 1.90 -1.06 0.69 0.43
O 2.99 0.04 -1.48 -0.56
C 1.97 0.53 -1.88 0.69
N 0.73 0.35 -1.28 -0.68
C -0.20 1.12 -1.83 0.66
O -1.30 1.12 -1.20 -0.59
C 0.35 1.82 -3.00 -0.09
C -0.19 2.69 -3.92 -0.17
C 0.67 3.19 -4.90 -0.18
C 2.01 2.83 -4.94 -0.16
C 2.55 1.95 -3.99 -0.14
C 1.70 1.46 -3.04 -0.15
H -1.23 2.98 -3.89 0.24
H 0.28 3.88 -5.65 0.24
H 2.64 3.24 -5.71 0.24
H 3.59 1.68 -4.02 0.25

=====

55
Properties=species:S:1:pos:R:3:nbo_charge:R:1 method="wB97M-V/def2-TZVPD" total_charge=0 orbital_gap_ev=6.436 lumo_energy_ev=-0.544 homo_ev=-7.0
K 0.29 0.22 -1.64 0.94
C -2.49 3.96 0.81 -0.24
C -2.58 2.48 1.29 -0.22
N -1.34 1.69 1.18 -0.67
C 0.06 2.16 1.41 -0.24
C 0.59 3.18 0.43 -0.58
S -0.06 3.23 -1.22 0.15
C -0.71 4.91 -1.37 -0.54
C -2.23 4.98 -1.46 -0.24
N -2.94 4.07 -0.58 -0.62
H -1.53 4.46 0.96 0.18
H -3.19 4.49 1.49 0.19
H -3.38 1.91 0.77 0.20
H -2.91 2.52 2.33 0.17
H -1.49 0.79 1.58 0.38
H 0.72 1.26 1.35 0.22
H 0.18 2.53 2.41 0.18
H 1.64 2.96 0.25 0.23
H 0.64 4.11 0.97 0.23
H -0.36 5.22 -2.35 0.23
H -0.17 5.53 -0.60 0.23
H -2.51 4.68 -2.48 0.20
H -2.66 5.98 -1.27 0.21
H -2.95 3.13 -0.97 0.36
O 1.19 -7.16 -0.41 -0.73
C 2.10 -6.28 -0.41 0.69
O 3.32 -6.54 -0.48 -0.73
C 1.67 -4.84 -0.38 -0.03
C 0.36 -4.45 -0.30 -0.21
C -0.06 -3.09 -0.26 0.16
N 0.85 -2.08 -0.17 -0.48
C 2.13 -2.49 -0.12 0.10
C 2.61 -3.76 -0.39 -0.18
C 3.06 -1.42 0.22 0.20
C 4.34 -1.78 0.74 -0.22
C 5.35 -0.85 0.57 -0.16
C 5.06 0.51 0.29 -0.27
C 3.74 0.80 0.03 0.03
N 2.83 -0.14 -0.12 -0.50
C -1.53 -2.81 -0.38 0.19
C -2.43 -3.74 0.22 -0.22
C -3.79 -3.47 0.06 -0.17
C -4.24 -2.31 -0.54 -0.26
C -3.27 -1.37 -0.90 0.04
N -1.97 -1.70 -0.94 -0.49
H -0.44 -5.19 -0.21 0.24
H 3.68 -3.95 -0.40 0.25
H 4.55 -2.81 1.11 0.24
H 6.36 -1.25 0.66 0.23
H 5.81 1.29 0.15 0.23
H 3.37 1.80 -0.23 0.18
H -2.08 -4.67 0.67 0.24
H -4.43 -4.21 0.55 0.23
H -5.30 -2.19 -0.75 0.23
H -3.47 -0.33 -1.15 0.19

=====

63
Properties=species:S:1:pos:R:3:lowdin_charge:R:1 method="wB97M-V/def2-TZVPD" total_charge=+2 orbital_gap_ev=5.980 lumo_energy_ev=-6.526 relative_energy_kj_mol=0.0 homo_ev=-12.5
Tl 0.36 0.34 -1.59 0.70
C 1.61 0.29 3.69 0.00
N 2.61 0.18 2.63 -0.11
C 3.90 -0.28 2.79 0.00
C 4.49 -0.25 1.58 0.00
N 3.55 0.24 0.67 0.02
C 2.39 0.49 1.34 -0.63
S 0.90 1.17 0.85 0.73
C 3.84 0.37 -0.71 -0.24
C 5.10 0.84 -1.08 0.03
C 5.44 0.83 -2.42 0.00
C 4.53 0.35 -3.34 -0.01
C 3.29 -0.06 -2.88 -0.16
N 2.94 -0.05 -1.59 0.05
H 2.11 0.10 4.64 0.10
H 0.82 -0.44 3.53 0.10
H 1.19 1.29 3.69 0.09
H 4.28 -0.60 3.74 0.14
H 5.47 -0.56 1.27 0.14
H 5.78 1.22 -0.33 0.13
H 6.41 1.19 -2.73 0.13
H 4.76 0.30 -4.40 0.13
H 2.54 -0.42 -3.58 0.11
C -4.30 3.06 -2.75 0.03
C -2.86 3.40 -2.70 -0.28
N -2.36 4.58 -2.51 0.17
N -1.01 4.39 -2.52 0.07
C -0.66 3.13 -2.71 -0.68
S 0.93 2.47 -2.77 0.73
N -1.84 2.48 -2.85 -0.07
N -1.92 1.10 -3.02 0.10
H -4.87 3.90 -2.38 0.10
H -4.51 2.18 -2.13 0.08
H -4.61 2.85 -3.78 0.10
H -0.39 5.18 -2.39 0.18
H -2.62 0.75 -2.37 0.07
H -2.15 0.89 -3.99 0.14
N -2.67 -1.23 5.75 0.13
C -2.70 -1.06 4.39 -0.31
C -2.94 -2.16 3.55 -0.01
C -2.97 -1.99 2.18 -0.05
C -2.76 -0.73 1.63 -0.31
C -2.53 0.37 2.46 -0.07
C -2.50 0.21 3.82 -0.02
S -2.78 -0.55 -0.09 0.62
O -2.91 0.87 -0.41 -0.34
O -3.68 -1.48 -0.69 -0.25
N -1.25 -0.86 -0.62 -0.19
C -0.75 -2.07 -0.94 -0.47
N -1.20 -3.24 -0.48 0.17
C -0.56 -4.32 -0.91 -0.06
C 0.55 -4.28 -1.75 -0.02
C 0.98 -3.04 -2.15 -0.08
N 0.33 -1.94 -1.76 0.02
H -2.99 -2.09 6.15 0.11
H -2.70 -0.42 6.35 0.11
H -3.12 -3.13 3.98 0.12
H -3.17 -2.83 1.53 0.11
H -2.39 1.35 2.02 0.11
H -2.35 1.06 4.47 0.12
H -0.94 -5.27 -0.54 0.13
H 1.05 -5.18 -2.07 0.12
H 1.85 -2.90 -2.79 0.12

=====

One value per record, in order, for E: -3400.06216 -4581.06847 -1266.62831 -1891.30084 -2327.69938 -1380.83487 -2275.07921 -2972.11934 a.u..